Entry 1:
The following is a quantum chemistry calculation of a cluster of 2 separate species, C22H25N3 in total, from OMol25.

The geometry in ORCA input format:
```
! wB97M-V def2-TZVPD RIJCOSX def2/J DEFGRID3
* xyz 0 1
C 0.5497 0.1011 1.9436
N 0.7608 -0.0970 3.0853
C -4.7783 5.2700 6.8839
N -4.3891 5.1353 5.4956
C -3.7534 6.3282 4.9672
C -3.4632 6.1973 3.4838
C -2.6685 4.9176 3.2360
C -3.3521 3.7231 3.8213
C -4.2833 3.9132 4.8864
C -5.0592 2.8034 5.3125
C -4.8019 1.5426 4.8206
C -3.7323 1.2937 3.8951
C -3.3692 0.0021 3.4330
C -3.7265 -1.2390 4.0227
C -3.6153 -2.4430 3.2662
C -4.0135 -3.6693 3.7608
C -4.5736 -3.7653 5.0747
N -5.0755 -4.9520 5.5251
C -5.6127 -5.0908 6.8630
C -4.8627 -6.2052 4.8201
C -4.8492 -5.9993 3.3157
C -3.8477 -4.9114 2.9437
C -4.5820 -2.6001 5.8863
C -4.1601 -1.3884 5.3829
C -3.0604 2.4449 3.3853
H -5.1727 4.3310 7.2739
H -3.9170 5.5729 7.5025
H -5.5429 6.0514 6.9905
H -4.4133 7.1849 5.1668
H -2.8143 6.5093 5.5227
H -4.4061 6.1620 2.9242
H -2.8987 7.0711 3.1516
H -2.5295 4.7678 2.1602
H -1.6644 5.0266 3.6766
H -5.8679 2.9633 6.0284
H -5.4289 0.7187 5.1474
H -2.7521 -0.0410 2.5311
H -3.2084 -2.3845 2.2539
H -6.2269 -4.2224 7.1184
H -6.2414 -5.9884 6.8838
H -4.8368 -5.1999 7.6375
H -3.9050 -6.6681 5.1311
H -5.6711 -6.8843 5.1177
H -4.5874 -6.9408 2.8265
H -5.8515 -5.7041 2.9823
H -3.9505 -4.6619 1.8826
H -2.8293 -5.3107 3.0838
H -4.9292 -2.6701 6.9184
H -4.1480 -0.5258 6.0424
H -2.2840 2.3044 2.6298
*
```

Results
calculated total energy: -1017.4778 a.u.
energy above the lowest of the compared OMol25 structures with the same formula, charge and spin: 2.5543 eV
Kohn-Sham gap: 4.5603 eV
E_LUMO: -1.96 eV

Entry 2:
The following is a quantum chemistry calculation of a cluster of 2 separate species, CH2N2O2 in total, from OMol25.

The geometry in ORCA input format:
```
! wB97M-V def2-TZVPD RIJCOSX def2/J DEFGRID3
* xyz 0 1
C -2.2997 -0.1811 -0.0365
N 1.7044 -1.3340 0.0917
N -0.4605 -1.9190 -0.1772
O -3.4090 -0.5474 0.1216
O 0.4365 -1.0979 0.0084
H -1.8252 0.6090 -0.4389
H 2.2094 -0.3629 0.2471
*
```

Results
calculated total energy: -298.9760 a.u.
energy above the lowest of the compared OMol25 structures with the same formula, charge and spin: 9.8187 eV
Kohn-Sham gap (alpha / beta): 7.7093 / 9.8197 eV
E_LUMO (alpha / beta): -0.52 / -0.04 eV

Entry 3:
The following is a quantum chemistry calculation of a cluster of 2 separate species, C4H7N in total, from OMol25.

The geometry in ORCA input format:
```
! wB97M-V def2-TZVPD RIJCOSX def2/J DEFGRID3
* xyz 0 1
C -2.5143 -0.1087 0.0622
C -1.3567 -0.9132 -0.2056
C -0.8237 0.4017 0.0802
C 2.2399 0.4399 0.0039
N -1.7358 0.7581 0.8456
H -3.1561 0.3561 -0.6633
H -1.0196 -1.3914 0.6809
H -0.9576 -1.4280 -1.0734
H 1.3147 0.9683 -0.2190
H 2.3828 0.2936 1.0701
H 3.0496 1.1486 -0.2131
H 2.5768 -0.5249 -0.3685
*
```

Results
calculated total energy: -211.1589 a.u.
SMILES string: C1C2=N[C@H]12.C
energy above the lowest of the compared OMol25 structures with the same formula, charge and spin: 5.4895 eV
Kohn-Sham gap: 9.1964 eV
E_LUMO: 0.20 eV

Entry 4:
The following is a quantum chemistry calculation of a structure of composition C10H14NO, from OMol25.

The geometry in ORCA input format:
```
! wB97M-V def2-TZVPD RIJCOSX def2/J DEFGRID3
* xyz 1 1
C 2.4858 -1.3268 0.0367
C 2.0071 -0.8256 -1.0605
C -1.9467 0.3456 0.6240
C -0.7647 -1.7711 0.5611
C 1.6316 -0.4672 0.9777
C -0.4992 0.7396 0.8774
C -1.9555 -1.0480 -0.0838
C 1.0247 0.0315 -0.3559
C 0.1728 -0.6749 0.7059
C 0.8759 2.5493 -0.3690
N 0.1878 1.2307 -0.3849
O -1.5525 -0.7520 -1.4635
H 3.0546 -2.1298 0.2200
H 1.9548 -0.9438 -2.0896
H -2.4725 0.1223 1.5720
H -2.5573 1.0654 0.0096
H -0.9773 -2.2568 1.5105
H -0.4040 -2.4362 -0.2134
H 1.8421 0.3411 1.7516
H -0.3275 1.3999 1.6911
H -2.8121 -1.6120 -0.1936
H 1.6795 2.2616 0.4087
H 1.2704 2.9585 -1.3174
H 0.1439 3.3073 -0.0817
H -0.5132 1.2936 -1.1770
H -1.5485 -1.4020 -2.1562
*
```

Results
calculated total energy: -519.0186 a.u.
energy above the lowest of the compared OMol25 structures with the same formula, charge and spin: 5.4673 eV
Kohn-Sham gap: 10.2220 eV
E_LUMO: -2.69 eV